#A
2 unconnected molecules or ions with the total composition C6H10O. Source: the Open Molecules 2025 dataset; level of theory: ωB97M-V/def2-TZVPD.

Computed properties:
Highest occupied orbital energy (alpha / beta) in eV: -14.50 / -14.44
LUMO energy (alpha / beta) in eV: -5.65 / -7.91
Net charge: +1
2S+1: 2
⟨S²⟩: 0.787

Each line ends with the Mulliken spin population.
Atoms and positions in Å:
C: -0.178 0.753 -1.067  0.060
C: -0.665 2.003 -1.153  -0.014
C: -1.435 -1.361 -0.559  0.456
C: -0.656 -0.278 -0.143  0.076
C: -0.211 -0.359 1.204  0.032
C: -0.251 0.691 2.072  0.284
H: 0.323 0.301 -1.926  0.016
H: -0.080 2.835 -1.513  -0.001
H: -1.647 2.108 -0.701  -0.001
H: -1.300 -2.331 -0.096  0.027
H: -2.265 -1.244 -1.244  0.030
H: -0.255 -1.348 1.651  -0.001
H: -0.179 1.725 1.770  0.020
H: -0.317 0.467 3.130  0.017
H: 3.434 -1.962 -0.189  0.000
H: 2.501 -0.721 -0.423  0.000
O: 3.180 -1.278 -0.814  0.000

***

#B
A gas-phase ion, C6H10O (charge +1). Source: the Open Molecules 2025 dataset; level of theory: ωB97M-V/def2-TZVPD.

Computed properties:
Highest occupied orbital energy (alpha / beta) in eV: -14.78 / -14.80
LUMO energy (alpha / beta) in eV: -5.17 / -8.09
Net charge: +1
2S+1: 2
⟨S²⟩: 0.781

Each line ends with the Mulliken spin population.
Atoms and positions in Å:
C: -0.915 1.930 -1.434  0.016
C: -0.397 0.556 -1.419  0.063
C: -0.726 -0.434 -2.316  0.332
C: 0.568 -0.386 2.228  0.017
O: 1.212 -1.694 1.960  0.053
C: -0.189 -0.004 1.019  0.319
C: 0.336 0.119 -0.249  0.097
H: -1.700 2.142 -0.715  0.014
H: -1.122 2.231 -2.466  0.000
H: -0.176 2.720 -1.226  -0.002
H: -1.646 -0.260 -2.867  0.021
H: -0.274 -1.415 -2.239  0.015
H: -0.024 -0.677 3.089  0.000
H: 1.406 0.261 2.485  0.010
H: 1.654 -1.656 1.081  -0.002
H: -1.261 0.044 1.104  0.017
H: 1.162 -0.552 -0.448  0.030

***

What should be chosen as the most stable of them? Choose #B.